{"formula": "C7H36N14O11", "method": "wB97M-V/def2-TZVPD", "e_above_lowest_kj_mol": 779.2, "total_charge": 0, "lumo_ha": 0.001, "smiles": "NC(N)=O.NC(N)=O.NC(N)=O.NC(N)=O.NC(N)=O.NC(N)=O.NC(N)=O.O.O.O.O", "homo_ev": -9.33, "gap_ev": 9.37, "multiplicity": 1, "elements": ["H", "H", "O", "H", "N", "H", "H", "O", "N", "O", "N", "O", "O", "N", "H", "H", "H", "C", "N", "H", "N", "H", "N", "N", "H", "H", "N", "C", "H", "H", "N", "C", "H", "H", "H", "C", "C", "H", "C", "H", "O", "H", "H", "N", "H", "N", "H", "H", "H", "H", "O", "H", "H", "O", "O", "H", "C", "N", "N", "H", "H", "O", "O", "H", "H", "H", "H", "H"], "xyz": [[11.587, -6.764, 6.504], [12.251, -14.654, -5.302], [13.338, -2.922, -0.229], [11.463, -7.527, 4.914], [13.778, -7.127, 6.732], [3.215, -6.821, -3.290], [4.258, -10.067, -8.641], [1.955, -11.942, -1.967], [14.631, -4.543, -0.832], [7.776, -10.983, 2.090], [14.167, -3.071, -2.262], [6.764, -14.837, -6.017], [4.607, -10.850, -9.066], [7.219, -13.072, 1.530], [8.528, -9.037, -9.894], [5.573, -16.326, -3.623], [6.923, -15.073, -3.749], [13.743, -13.700, -4.702], [6.108, -15.585, -4.054], [6.004, -3.378, -3.842], [11.957, -7.364, 5.780], [5.156, -12.327, 1.222], [0.821, -6.789, -5.205], [5.751, -11.570, 1.528], [4.344, -15.618, -6.620], [8.158, -13.289, 1.832], [4.764, -15.856, -5.733], [13.282, -7.412, 5.578], [15.289, -12.942, -3.866], [4.137, -16.404, -5.161], [14.790, -13.803, -4.034], [2.057, -7.005, -4.823], [13.509, -15.736, -4.787], [5.296, -10.669, 1.557], [14.599, -4.996, 0.070], [5.906, -15.392, -5.336], [14.054, -3.443, -1.038], [7.805, -8.869, -4.258], [6.980, -11.826, 1.749], [6.392, -13.553, 1.855], [13.849, -7.666, 4.567], [2.521, -11.357, -2.470], [15.117, -4.894, -1.645], [10.240, -8.589, -2.450], [0.096, -6.773, -4.502], [8.710, -9.016, -3.834], [0.752, -6.725, -6.211], [4.946, -11.383, -8.347], [10.755, -9.337, -2.893], [13.637, -2.329, -2.696], [9.418, -8.685, -9.930], [10.590, -8.042, -1.678], [9.652, -8.533, -9.014], [5.882, -2.451, -3.634], [8.404, -7.227, -2.626], [13.205, -6.621, 7.392], [9.104, -8.157, -3.001], [13.077, -14.824, -4.746], [2.268, -7.016, -3.580], [14.783, -7.227, 6.731], [1.444, -6.967, -2.997], [2.963, -7.252, -5.586], [13.305, -12.695, -5.272], [15.051, -14.707, -3.665], [9.275, -9.852, -3.782], [1.186, -11.411, -1.758], [6.665, -2.022, -3.978], [14.829, -3.586, -2.824]], "forces_ev_per_a": [[-0.32, -0.33, -0.59], [-0.06, -0.80, -0.11], [-1.35, 1.81, 1.94], [-0.68, 0.44, 0.38], [4.30, 0.73, 3.38], [-0.40, -0.33, 0.44], [-0.12, 0.25, 0.10], [0.04, -0.23, 0.12], [3.83, -5.85, 1.10], [1.46, 0.83, 0.35], [0.96, 2.12, -5.61], [-0.60, 0.44, -0.53], [0.01, -0.06, -0.24], [1.66, -4.49, -0.35], [-0.25, -0.11, -0.04], [0.69, 0.54, 0.78], [-0.09, -0.86, 0.76], [-3.86, 2.44, -3.48], [0.55, -0.20, 2.44], [0.04, -0.28, -0.02], [-3.06, -0.62, -2.19], [-0.08, 0.46, -0.16], [-2.15, 0.39, -1.08], [-6.85, 1.41, -1.07], [0.68, -0.03, -0.01], [-0.31, -0.84, 0.19], [-4.45, -1.58, -2.52], [-2.50, 0.44, 0.01], [0.42, -0.53, 0.14], [0.35, 0.38, 0.18], [6.39, 0.71, 3.58], [1.28, -0.97, -3.81], [-0.14, 0.26, 0.01], [0.69, -0.11, 0.22], [0.17, 0.07, -0.41], [2.86, 1.35, -1.09], [-3.60, 2.35, 1.89], [0.32, -0.65, -0.08], [2.46, 4.11, 0.82], [0.96, -1.38, -0.01], [1.29, -1.01, -2.13], [0.20, 0.14, -0.18], [0.18, -0.94, 1.02], [2.29, 0.87, 1.76], [-0.28, 0.29, -0.95], [-1.89, -3.73, -4.67], [-0.91, -0.13, 0.35], [0.13, -0.18, 0.17], [0.31, 0.52, 0.54], [0.20, -0.19, 0.48], [0.14, 0.07, -0.19], [0.35, -0.39, -0.27], [0.10, 0.04, 0.22], [-0.23, 0.14, 0.08], [0.56, 1.05, 0.12], [1.03, -0.33, 0.20], [-0.70, 2.72, 3.67], [-3.39, -3.07, -0.98], [0.35, 0.10, 6.37], [-0.05, 0.70, 0.92], [0.86, 0.38, 0.67], [1.28, 0.24, -1.99], [0.34, 0.33, 0.58], [0.29, 0.69, 0.28], [-1.26, -0.40, -1.11], [-0.21, 0.09, 0.06], [0.19, 0.12, -0.05], [-0.40, 0.63, -0.40]], "lowdin_charge": [0.099, 0.117, 0.048, 0.112, 0.146, 0.136, 0.028, -0.055, 0.172, 0.049, 0.164, 0.017, -0.055, 0.158, 0.027, 0.108, 0.121, -0.829, 0.147, 0.028, 0.133, 0.111, 0.167, 0.162, 0.121, 0.125, 0.162, -0.805, 0.136, 0.110, 0.181, -0.842, 0.110, 0.130, 0.137, -0.786, -0.865, 0.134, -0.847, 0.112, 0.078, 0.028, 0.112, 0.149, 0.108, 0.160, 0.123, 0.027, 0.104, 0.127, -0.054, 0.117, 0.027, -0.056, 0.019, 0.113, -0.800, 0.147, 0.169, 0.124, 0.113, 0.027, 0.011, 0.127, 0.116, 0.026, 0.028, 0.105]}